# 1
This record from the OMol25 dataset describes an isolated ion of composition C7H12N2O2P and charge +1 in a non-equilibrium geometry. The level of theory is ωB97M-V/def2-TZVPD.

Computed properties:
* total charge: +1
* ΔE to the lowest compared entry with this formula, charge and spin: 16.00 kcal/mol
* F_max: 4.7 eV/A
* HOMO energy: -12.50 eV
* SMILES string: COP(C)O[N+]1=C=C(C)NC=C1

Last column: Löwdin charge in e.
Cartesian coordinates (Å):
C1 2.19 -1.65 1.12  -0.015
C2 0.80 -1.39 1.11  0.081
C3 2.56 0.24 -0.20  -0.191
C4 1.18 0.41 -0.43  0.091
C5 3.61 1.25 -0.62  0.034
C6 -3.53 -0.66 -1.72  -0.109
C7 -2.71 1.49 0.92  -0.186
N1 2.98 -0.84 0.49  0.111
N2 0.41 -0.44 0.19  -0.145
O1 -0.86 -0.06 0.05  -0.300
O2 -3.27 -1.07 -0.39  -0.401
P1 -2.41 -0.39 0.81  0.986
H1 2.71 -2.36 1.83  0.176
H2 0.08 -1.77 1.69  0.083
H3 3.43 2.10 -0.05  0.086
H4 3.39 1.54 -1.60  0.088
H5 4.53 0.88 -0.34  0.062
H6 -3.92 0.29 -1.67  0.059
H7 -4.09 -1.51 -2.06  0.100
H8 -2.76 -0.49 -2.46  0.088
H9 -3.56 1.72 1.63  0.074
H10 -2.98 1.91 -0.01  0.025
H11 -1.79 1.84 1.15  -0.014
H12 4.02 -1.04 0.55  0.217

# 2
This record from the OMol25 dataset describes one molecule with the formula C7H12N2O3 in a non-equilibrium geometry. The level of theory is ωB97M-V/def2-TZVPD.

Computed properties:
* total charge: 0
* ΔE to the lowest compared entry with this formula, charge and spin: 80.91 kcal/mol
* F_max: 4.6 eV/A
* HOMO energy: -9.31 eV
* SMILES string: CCOC(=O)[C@@H]1CCCN1N=O

Last column: Löwdin charge in e.
Cartesian coordinates (Å):
C1 -3.23 1.13 0.19  -0.049
C2 -2.40 0.10 0.88  -0.275
C3 -0.82 -0.72 -0.55  -0.454
C4 0.61 -0.76 -0.97  -0.145
C5 1.27 -1.85 -0.21  -0.151
C6 1.68 -1.29 1.16  -0.100
C7 2.09 0.22 0.81  -0.129
H1 -3.17 0.89 -0.91  0.103
H2 -2.68 2.04 0.26  0.071
H3 -4.25 1.24 0.36  0.059
H4 -2.42 0.26 1.98  0.129
H5 -2.79 -0.99 0.84  0.154
H6 0.72 -0.84 -2.09  0.186
H7 2.22 -2.24 -0.61  0.127
H8 0.60 -2.73 -0.25  0.134
H9 0.79 -1.32 1.82  0.115
H10 2.52 -1.84 1.57  0.100
H11 1.79 1.04 1.53  0.139
H12 3.14 0.37 0.79  0.109
N1 1.31 0.43 -0.33  -0.145
N2 1.09 1.60 -0.85  -0.015
O1 -1.08 0.13 0.47  -0.002
O2 -1.68 -1.47 -0.89  0.119
O3 1.69 2.46 -0.19  -0.080

# 3
This record from the OMol25 dataset describes a 2-piece molecular cluster, C7H12N2O3 overall in a non-equilibrium geometry. The level of theory is ωB97M-V/def2-TZVPD.

Computed properties:
* total charge: 0
* ΔE to the lowest compared entry with this formula, charge and spin: 180.39 kcal/mol
* F_max: 5.8 eV/A
* HOMO energy: -9.00 eV
* SMILES string: CC(C)=C(C)[N+](=O)[O-].CC#[N+][O-]

Last column: Löwdin charge in e.
Cartesian coordinates (Å):
C1 2.73 0.11 0.91  -0.071
C2 -1.00 0.12 -1.17  -0.169
C3 -1.49 -0.29 0.01  -0.211
C4 3.14 0.79 2.13  -0.055
C5 -1.38 -0.38 -2.53  -0.006
C6 -0.98 0.30 1.37  -0.029
C7 -2.35 -1.47 0.15  -0.039
N1 2.69 -0.42 -0.12  -0.179
N2 0.03 1.12 -1.27  -0.320
O1 0.71 1.38 -0.27  -0.014
O2 0.14 1.76 -2.28  0.095
O3 2.48 -0.92 -1.14  0.040
H1 2.76 0.43 3.04  0.046
H2 2.94 1.87 1.93  0.097
H3 4.28 0.66 2.23  0.111
H4 -0.65 -0.05 -3.15  0.048
H5 -2.27 0.14 -2.82  0.094
H6 -1.73 -1.37 -2.62  0.067
H7 -0.49 1.32 1.27  0.088
H8 0.04 -0.15 1.61  0.093
H9 -1.69 0.20 2.14  0.053
H10 -1.83 -2.12 0.79  0.080
H11 -2.75 -1.80 -0.80  0.074
H12 -3.33 -1.22 0.61  0.107

# 4
This record from the OMol25 dataset describes one molecule with the formula C7H12N2O3 in a non-equilibrium geometry. The level of theory is ωB97M-V/def2-TZVPD.

Computed properties:
* total charge: 0
* ΔE to the lowest compared entry with this formula, charge and spin: 137.54 kcal/mol
* F_max: 1.1 eV/A
* HOMO energy: -8.96 eV
* SMILES string: CC(C)=N[C@@H](O)CC=C=[N+]([O-])O

Last column: Löwdin charge in e.
Cartesian coordinates (Å):
C1 -1.35 -1.33 -0.90  -0.046
C2 -2.34 -0.56 -0.56  0.043
C3 -0.36 -1.89 0.08  -0.111
C4 1.09 -1.59 -0.34  -0.430
C5 1.25 0.95 1.30  -0.022
C6 1.34 2.09 -0.95  -0.039
C7 1.27 0.80 -0.19  -0.392
N1 1.22 -0.26 -0.87  0.115
N2 -3.16 0.14 0.08  -0.321
O1 -4.25 -0.16 0.55  -0.016
O2 -2.81 1.52 0.17  0.044
O3 1.90 -1.89 0.77  -0.025
H1 -1.20 -1.62 -1.93  0.120
H2 -0.52 -1.45 1.07  0.120
H3 -0.48 -2.97 0.16  0.126
H4 1.37 -2.25 -1.18  0.142
H5 2.22 1.34 1.64  0.089
H6 0.49 1.68 1.57  0.087
H7 1.06 0.01 1.81  0.062
H8 0.34 2.54 -0.96  0.083
H9 1.64 1.91 -1.98  0.078
H10 2.02 2.79 -0.47  0.076
H11 -3.58 1.96 0.58  0.113
H12 2.82 -1.73 0.54  0.104